This record from the OMol25 dataset describes a 2-piece molecular cluster, C4H4F5I overall. The level of theory is ωB97M-V/def2-TZVPD.

Last column: Löwdin charge in e.
Atoms and positions in Å:
C1 -0.015 -0.070 -0.758  -0.119
C2 0.054 -1.548 -0.729  -0.009
C3 -0.280 -2.270 0.490  -0.583
C4 3.122 -1.143 -0.823  -0.847
F1 -1.654 -2.363 0.741  0.075
F2 0.157 -1.515 1.593  0.055
F3 0.174 -3.504 0.635  0.154
F4 3.272 -0.863 -2.095  0.040
F5 3.812 -2.141 -0.535  0.092
I1 3.359 0.495 0.545  0.897
H1 0.946 0.377 -0.331  -0.035
H2 -0.907 0.339 -0.169  0.120
H3 0.009 0.441 -1.672  0.054
H4 0.222 -2.095 -1.624  0.106

Calculated values
- HOMO level (spin up / spin down): -9.2 / -9.0 eV
- LUMO energy (spin up / spin down): -1.02 / -0.72 eV
- Strongest force on any atom: 3.5 eV Å⁻¹
- Total energy: -951.7085 hartree

***

This record from the OMol25 dataset describes a 2-piece molecular cluster, C2HBrO overall. The level of theory is ωB97M-V/def2-TZVPD.

Last column: Löwdin charge in e.
Atoms and positions in Å:
C1 2.418 0.308 0.311  0.008
C2 -0.822 -0.041 -0.297  -0.520
O1 1.553 0.585 -0.363  -0.079
Br1 -2.617 -0.088 -0.165  0.665
H1 -0.532 -0.764 0.513  -0.074

Calculated values
- HOMO level: -9.0 eV
- LUMO energy: -1.03 eV
- ΔE to the lowest compared entry with this formula, charge and spin: 3.127 eV
- Strongest force on any atom: 1.7 eV Å⁻¹
- Total energy: -2725.9023 hartree

***

This record from the OMol25 dataset describes C37H29ClFeN3O3Si as an isolated structure. The level of theory is ωB97M-V/def2-TZVPD.

Last column: Löwdin charge in e.
Atoms and positions in Å:
Fe1 2.044 2.409 1.038  0.827
O1 4.252 4.608 3.390  0.000
C1 3.338 4.062 2.771  -0.538
N1 3.069 3.933 1.434  -0.107
C2 4.051 4.267 0.398  -0.156
C3 4.124 3.104 -0.618  -0.210
C4 4.885 3.255 -1.782  -0.006
C5 4.766 2.262 -2.799  -0.017
C6 3.873 1.178 -2.554  -0.073
C7 3.256 1.080 -1.365  -0.133
N2 3.337 2.010 -0.359  -0.013
C8 2.356 3.401 3.606  -0.250
C9 2.361 3.583 5.040  0.003
C10 1.502 2.767 5.774  -0.123
C11 0.565 1.957 5.094  -0.121
C12 0.620 1.866 3.711  -0.161
N3 1.508 2.577 2.951  -0.085
H1 5.041 4.427 0.798  0.111
H2 3.749 5.299 -0.024  0.149
H3 5.546 4.137 -1.888  0.129
H4 5.426 2.293 -3.674  0.112
H5 3.775 0.368 -3.303  0.119
H6 2.638 0.199 -1.087  0.124
H7 3.098 4.205 5.510  0.101
H8 1.490 2.796 6.840  0.075
H9 -0.056 1.276 5.680  0.086
H10 -0.153 1.370 3.095  0.097
C13 -3.003 0.274 -5.131  -0.081
C14 -1.775 0.462 -4.475  -0.068
C15 -1.497 -0.187 -3.273  -0.105
C16 -2.536 -0.742 -2.501  -0.192
C17 -3.779 -0.978 -3.147  -0.062
C18 -3.959 -0.438 -4.439  -0.095
Si1 -2.020 -0.833 -0.706  0.690
C19 -1.555 0.979 -0.217  -0.185
C20 -2.380 1.816 0.540  -0.086
C21 -1.945 3.042 0.939  -0.071
C22 -0.692 3.552 0.488  -0.063
C23 0.164 2.757 -0.254  -0.185
C24 -0.291 1.436 -0.545  -0.100
C25 -3.066 -1.814 0.434  -0.209
C26 -4.197 -2.448 -0.093  -0.102
C27 -4.879 -3.487 0.511  -0.086
C28 -4.467 -3.994 1.733  -0.076
C29 -3.360 -3.375 2.360  -0.055
C30 -2.647 -2.300 1.712  -0.053
H11 -3.252 0.727 -6.055  0.092
H12 -1.099 1.257 -4.860  0.116
H13 -0.513 -0.136 -2.882  0.073
H14 -4.604 -1.538 -2.663  0.088
H15 -4.960 -0.557 -4.851  0.103
H16 -3.367 1.521 0.825  0.105
H17 -2.535 3.643 1.681  0.129
H18 -0.436 4.612 0.811  0.142
H19 0.996 3.168 -0.834  0.111
H20 0.406 0.813 -1.084  0.072
H21 -4.554 -2.045 -1.042  0.060
H22 -5.706 -3.865 -0.040  0.096
H23 -5.134 -4.624 2.310  0.103
H24 -3.012 -3.783 3.319  0.104
H25 -1.819 -1.847 2.287  0.105
Cl1 0.316 -8.093 -1.767  0.702
C31 0.599 -6.526 -1.160  -0.672
C32 0.500 -6.141 0.216  -0.087
C33 0.639 -4.834 0.609  -0.005
C34 0.538 -3.774 -0.378  -0.100
C35 0.844 -4.126 -1.701  -0.020
C36 0.916 -5.470 -2.047  -0.105
C37 0.163 -2.418 0.176  -0.433
O2 0.396 -1.984 1.284  0.106
O3 -0.607 -1.769 -0.772  -0.083
H26 0.286 -6.948 0.936  0.114
H27 0.651 -4.561 1.654  0.117
H28 0.804 -3.393 -2.510  0.121
H29 0.971 -5.723 -3.076  0.089

Calculated values
- HOMO level (spin up / spin down): -3.7 / -7.6 eV
- LUMO energy (spin up / spin down): -0.49 / -0.57 eV
- Expectation value of S²: 8.785
- ΔE to the lowest compared entry with this formula, charge and spin: 2.069 eV
- Strongest force on any atom: 3.6 eV Å⁻¹
- 2S+1: 6
- Total energy: -3830.6714 hartree

***

Question: The highest strongest force on any atom belongs to which entry?
Answer: C37H29ClFeN3O3Si

***

Question: Look up the strongest force on any atom of the second one.
Answer: 1.7 eV Å⁻¹